Record 1
9
Properties=species:S:1:pos:R:3:forces:R:3:mulliken_charge:R:1 method="wB97M-V/def2-TZVPD" e_above_lowest_kj_mol=49.4 total_charge=0 lumo_energy_ev=0.111 e_homo_ev=-11.07 largest_force_ha_per_bohr=0.05275 smiles=OB(O)C(F)F homo_lumo_gap_ev=11.2
O 0.12527 -1.49143 0.07230 -0.3995 -1.6661 -0.0816 -0.5662
B -0.25367 -0.20353 -0.22299 1.1478 -1.7329 0.7447 0.5058
O -0.72112 0.10447 -1.41140 -0.9789 2.4001 -0.7992 -0.4992
C 0.34716 0.86742 0.84504 0.4147 -2.1207 0.0479 0.3607
F 0.73887 1.94132 0.09554 -0.0729 0.4241 1.0050 -0.2336
F -0.42206 1.17830 1.94871 -0.1617 0.7037 -0.8492 -0.2544
H -0.11072 -2.27611 -0.50612 0.3048 1.8606 0.9181 0.2966
H -0.91790 -0.45090 -2.14677 -0.0286 -0.8437 -0.2516 0.3040
H 1.21416 0.33047 1.32568 -0.2258 0.9748 -0.7341 0.0863



Record 2
20
Properties=species:S:1:pos:R:3:forces:R:3:mulliken_charge:R:1 method="wB97M-V/def2-TZVPD" total_charge=-1 lumo_energy_ev=3.507 e_homo_ev=-4.08 largest_force_ha_per_bohr=0.04458 homo_lumo_gap_ev=7.6
F 1.04291 1.05239 -1.22190 -0.6536 -0.2662 0.4679 -0.2997
S -0.08497 0.84139 -0.05083 1.4213 0.2992 1.4790 1.0432
C 0.97098 0.54514 1.29938 0.7284 0.0800 -2.1720 -0.6250
C 0.65817 0.52997 2.64230 -1.8384 -0.4854 0.2343 -0.3931
O -0.70918 2.13153 0.08472 -0.5956 -0.5328 -0.4360 -0.5798
O -0.83620 -0.30968 -0.50225 0.3297 0.9721 -0.0043 -0.6022
H 1.91156 0.09138 0.95545 -0.5652 0.1849 0.1512 0.3324
H 1.30416 -0.19231 3.10392 -0.4040 -0.2151 0.7451 0.1451
H -0.42340 0.59935 2.90231 0.8566 -0.4605 -0.0899 0.4102
N 1.06713 1.74177 3.97393 0.3154 -0.0287 -0.0817 -0.1055
C 2.15471 1.34768 4.74517 0.2468 -0.2813 -0.3522 0.4907
O 2.73118 0.27242 4.48929 0.1571 0.4406 0.3266 -0.7637
C 2.56853 2.24871 5.79859 0.1963 -0.4590 -0.2526 -0.7135
C 1.86016 3.37317 6.08150 0.1601 -0.2941 -0.1533 -0.0981
C 0.70290 3.64365 5.35548 -1.3823 -0.3628 -1.2127 -0.7166
C 0.31118 2.77543 4.31969 1.0577 0.8551 0.8740 0.0669
H 3.48027 1.96321 6.30631 -0.0437 0.0788 0.1372 0.3467
H 2.18814 4.04354 6.86107 0.0314 0.1380 0.1226 0.3640
H 0.09944 4.51422 5.53383 -0.1466 0.2069 0.2000 0.3481
H -0.58968 2.93085 3.72814 0.1289 0.1303 0.0168 0.3502



Record 3
54
Properties=species:S:1:pos:R:3:forces:R:3:mulliken_charge:R:1 method="wB97M-V/def2-TZVPD" e_above_lowest_kj_mol=23.4 total_charge=0 lumo_energy_ev=0.555 e_homo_ev=-8.47 largest_force_ha_per_bohr=0.01769 smiles="CC(C)OCCCNC(=O)c1ccc([C@H]2SCC(=O)N2Cc2ccco2)cc1" homo_lumo_gap_ev=9.0
C -4.20824 -3.27176 0.35605 0.1506 0.4011 0.1258 -1.5467
C -3.27305 -2.06365 0.26258 0.1996 -0.4085 -0.1404 0.6099
C -2.77182 -1.86720 -1.16813 -0.0685 0.1140 0.3936 -1.2376
O -3.83961 -0.89335 0.83940 -0.0328 0.1334 0.1728 -0.4875
C -4.98417 -0.31326 0.23515 -0.2090 0.1778 -0.2342 -0.5142
C -4.67952 0.87254 -0.69166 0.2117 -0.1127 0.4048 -0.4040
C -3.90521 1.98809 0.01807 -0.1930 0.0580 -0.2748 -1.0278
N -2.59066 1.53802 0.41021 -0.0463 -0.0719 0.3121 -0.0494
C -1.49373 1.80552 -0.33467 -0.0185 -0.0196 0.3129 -0.0080
O -1.47796 2.61716 -1.24208 0.0344 0.0745 -0.3107 -0.7088
C -0.27828 1.02438 0.05298 0.1835 -0.0903 -0.0177 1.1757
C 0.66074 0.75504 -0.93743 -0.0810 -0.0028 0.0125 -1.7101
C 1.80294 0.03747 -0.64698 -0.0855 -0.0501 0.1363 0.4155
C 2.04045 -0.40039 0.65080 -0.2701 0.1369 0.1203 0.7293
C 3.29445 -1.15438 0.99113 -0.1905 -0.5945 0.0289 -0.6726
S 3.16104 -2.91774 0.45176 0.1026 0.1027 0.1353 -0.2035
C 4.20787 -2.62017 -0.99127 -0.2713 -0.2096 0.0285 -0.4694
C 4.94382 -1.31222 -0.75348 0.0297 -0.4528 -0.0999 0.5750
O 5.85623 -0.92355 -1.44462 0.2704 0.1445 -0.2964 -0.6520
N 4.46676 -0.66107 0.32854 0.0030 0.1606 0.4275 0.0221
C 5.03721 0.60842 0.75115 -0.1178 0.1501 -0.0311 -1.2619
C 4.13793 1.76022 0.44889 0.4643 0.2446 -0.7431 0.8384
C 3.93751 2.47075 -0.69792 0.3005 -0.3011 0.5723 -0.6581
C 2.90400 3.39603 -0.41459 -0.2043 0.0105 0.4698 -0.4391
C 2.55460 3.17821 0.88043 -0.2553 0.4718 -0.6363 -0.6083
O 3.29419 2.19201 1.41445 0.2463 -0.2509 0.3376 -0.3240
C 1.10457 -0.13072 1.64166 0.2051 -0.1363 -0.1538 -1.0992
C -0.04821 0.57169 1.34771 -0.1672 0.0449 -0.1531 -0.5938
H -5.02356 -3.20083 -0.36052 -0.0843 -0.0352 -0.0776 0.3326
H -4.62613 -3.34095 1.35743 -0.0375 -0.0545 0.0853 0.3615
H -3.64891 -4.17868 0.14571 0.0374 -0.1245 -0.0493 0.4523
H -2.40779 -2.24274 0.91427 -0.1111 -0.0387 -0.1530 0.2772
H -2.20062 -2.74141 -1.46899 0.0506 -0.1007 -0.0706 0.4828
H -2.12385 -0.99562 -1.23082 0.0649 0.0605 -0.0511 0.2122
H -3.60305 -1.74673 -1.85947 -0.0827 0.0165 -0.1120 0.2939
H -5.59810 0.04335 1.07060 -0.0361 -0.0580 -0.1250 0.3552
H -5.56132 -1.06438 -0.31208 -0.0156 -0.0136 0.0641 0.3215
H -4.09970 0.54427 -1.55439 -0.0349 0.0055 -0.0779 0.1683
H -5.63078 1.26875 -1.05057 -0.0649 -0.0092 -0.0467 0.4381
H -4.44820 2.31294 0.91085 -0.0182 0.0657 -0.0774 0.3686
H -3.77049 2.83834 -0.65464 -0.0637 -0.0542 0.1691 0.4606
H -2.60097 0.70786 0.98843 0.1684 0.0606 -0.1859 0.3279
H 0.47993 1.12472 -1.93533 -0.0257 0.0642 -0.0800 0.4134
H 2.52463 -0.15997 -1.42621 0.0672 0.0086 -0.0708 0.4356
H 3.44793 -1.16805 2.07641 -0.0156 0.0670 -0.1406 0.5972
H 4.91985 -3.43731 -1.09821 0.0418 0.1531 -0.0481 0.3972
H 3.60357 -2.55713 -1.89825 0.1538 0.0839 -0.0170 0.2792
H 5.23032 0.56543 1.82769 0.0742 0.0123 -0.0914 0.3227
H 5.97686 0.71139 0.20205 -0.1283 0.0363 0.1552 0.4725
H 4.46375 2.34707 -1.62208 0.1639 -0.0970 -0.1922 0.5469
H 2.47927 4.11482 -1.08362 -0.1603 0.1861 -0.0925 0.4844
H 1.82364 3.64023 1.51303 -0.0890 0.0027 0.1695 0.5369
H 1.28895 -0.46554 2.65211 0.0395 0.0044 0.1407 0.4173
H -0.74908 0.79410 2.13846 -0.0847 0.0336 0.0753 0.5542



Record 4
62
Properties=species:S:1:pos:R:3:forces:R:3:mulliken_charge:R:1 method="wB97M-V/def2-TZVPD" spin_multiplicity=2 total_charge=+1 lumo_energy_ev="-2.736 / -7.706" e_homo_ev="-10.37 / -10.37" largest_force_ha_per_bohr=0.11128 homo_lumo_gap_ev="7.6 / 2.7"
C -6.34459 2.38306 1.24308 -4.1738 0.6036 -1.6024 0.4998
O -7.50029 2.82227 1.12376 0.8910 -0.2993 0.6189 -0.7077
N -5.96347 1.17340 0.93746 0.0007 -4.8133 -0.7999 -0.3487
N -5.27565 3.05928 1.47712 2.1047 4.0203 1.3623 -0.2833
H -6.63730 0.43487 0.79381 0.1709 0.2593 0.1515 0.1981
H -5.00387 0.94194 1.15116 -0.3663 -0.6141 -0.0992 0.2605
H -4.40325 2.55668 1.39700 0.3930 1.0373 0.3041 0.3689
H -5.45772 4.05270 1.48494 0.8654 -0.0593 0.1573 0.1936
C 2.75958 1.03414 2.96054 0.4721 0.3385 0.0332 0.5375
O 1.69889 0.99689 2.42893 -4.3925 -0.4744 -2.1421 -0.6133
N 3.70876 1.78428 2.52734 3.7766 2.8939 -1.2083 -0.3366
N 3.10963 0.28376 3.95344 1.1017 -2.9160 4.5212 -0.4644
H 4.52253 1.90001 3.11428 0.0113 0.1311 -0.4237 0.1913
H 3.55828 2.51030 1.84152 -0.2964 0.1700 0.1237 0.1667
H 2.47351 -0.27968 4.49933 -0.3988 0.2468 -0.5932 0.2454
H 3.89196 0.55150 4.53342 0.0675 -0.0547 -0.3247 0.1730
C 1.57800 4.49886 0.40586 3.1713 0.2006 1.4323 0.6940
O 2.56576 4.63451 1.14324 -0.3684 -0.9812 0.4757 -0.6787
N 1.04044 3.31190 0.13061 -0.4851 -1.6554 -0.0634 -0.0504
N 1.09861 5.54788 -0.19342 -2.0118 2.0339 -2.0131 -0.4023
H 0.30485 3.15087 -0.54252 0.1134 0.0526 0.4205 0.1663
H 1.41756 2.56068 0.69056 -0.3117 -0.2158 -0.2248 -0.2347
H 1.54727 6.44435 -0.07037 -0.0534 -0.3413 -0.0831 0.2675
H 0.48559 5.38483 -0.97938 -0.0073 0.6294 0.1532 0.1724
C -1.83660 1.70341 1.93435 -2.7106 1.2570 0.6703 0.6602
O -3.00376 1.36839 1.76977 -0.7214 0.1068 -0.2301 -0.9275
N -0.83299 1.06275 1.49789 3.6679 -3.5491 -2.4636 -0.0042
N -1.41048 2.78176 2.58664 -0.9689 2.7023 1.5840 -0.3640
H -0.98660 0.26643 0.89592 0.1547 0.0149 0.5190 0.0241
H 0.04493 1.24177 1.96408 0.3650 -0.6698 -0.4837 0.1979
H -0.45828 3.11096 2.51563 -0.2689 -0.0815 -0.1304 0.1428
H -2.11785 3.48326 2.75286 0.2169 -0.0470 0.3390 0.2588
C 2.01278 -0.55359 -0.59152 -0.9755 0.4384 0.8807 -1.7958
C 1.05788 -1.31402 -1.54549 4.4503 0.6763 0.4398 1.7865
C 1.97699 -1.60914 -2.77800 -1.0598 -1.3594 -1.0482 -1.2195
C 1.47000 -2.83341 -3.61394 0.1643 0.8765 0.0200 -0.7414
C 1.23681 -4.04141 -2.77017 -0.0266 0.1385 0.7414 -1.0385
C 0.32297 -3.73979 -1.52663 1.3077 -3.0553 -0.7022 1.1020
N 0.76888 -2.55447 -0.77272 -4.6543 -0.3558 -3.3099 0.4314
O -0.16859 -2.32413 0.22614 1.9595 -0.4787 -0.3826 -0.3041
C -1.20486 -3.79970 -1.97956 0.6756 2.4383 0.6080 -1.3156
C 0.53683 -4.91310 -0.54678 0.2060 0.0594 0.7754 -1.9060
C -0.12970 -0.56639 -1.99109 -2.3143 0.6142 -0.9937 -1.7897
H 2.95128 -1.10190 -0.50972 0.0583 0.4071 -0.0862 0.5287
H 1.59105 -0.46683 0.40983 -0.0883 -0.1217 0.2554 0.3178
H 2.11208 0.50248 -0.84242 0.4291 -0.2027 -0.5483 0.4020
H 1.95011 -0.77095 -3.47430 -0.1869 0.3395 0.3809 0.4554
H 3.03060 -1.69634 -2.51270 -0.1603 -0.3766 0.2508 0.4120
H 2.18742 -3.06347 -4.40164 -0.0293 0.1006 -0.0235 0.4429
H 0.52022 -2.61650 -4.10279 0.0585 0.4679 -0.1844 0.3297
H 2.20436 -4.46776 -2.50527 -0.0008 0.0086 0.6032 0.4109
H 0.75296 -4.82749 -3.34988 -0.2174 0.0374 0.0998 0.4528
H -1.80964 -3.37310 -1.17934 -0.1516 -0.4232 0.1136 0.3734
H -1.27162 -3.04960 -2.76759 -0.3040 -0.4009 -0.3777 0.3415
H -1.59249 -4.76698 -2.29927 0.6644 -0.0232 0.1965 0.4160
H 1.53922 -4.89668 -0.11896 0.1398 0.1941 -0.0056 0.4488
H -0.16581 -4.78975 0.27734 -0.0818 -0.4950 -0.0609 0.4459
H 0.47677 -5.89076 -1.02499 -0.4825 0.2325 -0.1371 0.4364
H -0.63476 -1.04826 -2.82823 0.0992 -0.3649 -0.0245 0.3756
H 0.16448 0.37568 -2.45375 0.4370 0.0805 0.3797 0.4995
H -0.95119 -0.34348 -1.31024 0.4223 -0.1093 0.4966 0.2808
H 0.49155 -2.21713 0.91487 -0.3479 0.7311 1.6628 0.4173



Record 5
10
Properties=species:S:1:pos:R:3:forces:R:3:mulliken_charge:R:1 method="wB97M-V/def2-TZVPD" e_above_lowest_kj_mol=172.6 total_charge=0 lumo_energy_ev=-0.866 e_homo_ev=-8.81 largest_force_ha_per_bohr=0.07985 homo_lumo_gap_ev=7.9
N -0.47932 -1.37831 -0.13797 0.8993 2.8035 0.6042 -0.4332
C 0.09304 -0.08750 0.03094 0.1453 -0.0702 0.2040 0.7335
C -0.04994 0.68204 1.35565 -1.8625 -3.3500 -1.4718 -0.3065
S -1.12770 0.21859 2.44598 0.0055 0.0757 0.4528 -0.2430
N 0.74895 0.65068 -0.81748 -0.3639 -1.4684 -0.7496 -0.4258
S 0.90640 -0.02973 -2.44427 -0.6885 -0.0408 1.2439 -0.2237
H -0.25813 -1.85481 -0.99362 -0.0263 -0.2794 0.1605 0.1729
H -0.84746 -1.84157 0.68762 0.1751 0.1557 -0.4811 0.1894
H 0.53136 1.52878 1.43042 1.3104 1.7745 0.0390 0.3840
H 1.96904 0.67215 -2.78319 0.4056 0.3995 -0.0020 0.1524